{
  "formula": "C25H32N2O3",
  "method": "ωB97M-V/def2-TZVPD",
  "elements": ["H", "C", "C", "H", "H", "C", "H", "C", "H", "H", "H", "C", "H", "C", "C", "H", "C", "C", "C", "H", "C", "H", "N", "O", "H", "C", "H", "C", "H", "H", "H", "H", "H", "C", "H", "H", "C", "H", "C", "C", "H", "C", "H", "H", "C", "C", "C", "H", "H", "H", "C", "O", "H", "N", "C", "O", "C", "H", "H", "H", "H", "C"],
  "coordinates": [[4.567, 0.507, -3.987], [-4.582, -0.736, 1.903], [5.123, 2.570, -3.406], [1.287, 2.457, 3.834], [3.160, -0.457, -2.289], [0.527, 1.288, -1.610], [-1.870, -0.085, 5.652], [1.140, 2.142, 2.805], [-1.319, 0.366, -1.001], [-6.144, -0.960, 0.481], [-5.669, -1.237, -1.935], [-2.345, -1.286, 1.113], [1.602, -2.282, -1.430], [-5.084, -1.051, 0.672], [5.085, 1.082, -3.234], [0.281, 1.476, 2.756], [-0.536, -1.106, 2.682], [2.049, 1.172, -1.384], [-2.899, -1.619, -0.137], [-4.095, -1.848, -2.469], [-3.201, -0.855, 2.161], [4.620, 2.992, -4.262], [0.278, -0.942, -0.621], [2.487, 2.983, 0.152], [-0.250, 0.345, 5.066], [-5.377, -3.345, -1.604], [2.467, 1.705, -3.436], [-1.025, -0.420, 5.059], [-2.245, -1.990, -0.914], [2.457, 3.066, -2.305], [3.241, 2.129, 2.319], [4.640, 2.081, -1.312], [-6.136, -3.429, -0.830], [-0.960, -1.372, 1.407], [-4.569, -4.032, -1.366], [-0.610, -1.323, 5.504], [-4.247, -1.506, -0.365], [0.216, 2.324, -1.465], [0.030, -1.822, 0.375], [2.484, -0.307, -1.449], [0.944, 3.021, 2.196], [-1.475, -0.705, 3.660], [-5.220, -0.401, 2.706], [-5.816, -3.639, -2.555], [-0.274, 0.397, -0.663], [2.300, 1.805, -0.015], [1.292, -1.250, -1.603], [0.508, -1.200, 2.942], [3.019, -0.573, -0.539], [0.308, 1.022, -2.645], [2.394, 1.435, 2.309], [2.233, 0.924, 0.985], [6.019, 3.101, -3.126], [-2.747, -0.566, 3.397], [4.279, 1.963, -2.326], [0.560, -2.916, 0.442], [2.773, 2.029, -2.440], [-0.269, 0.823, 0.346], [0.860, -1.179, -2.607], [5.957, 0.586, -2.835], [2.624, 0.560, 2.919], [-4.848, -1.911, -1.681]],
  "total_energy_ev": -35568.117,
  "lumo_energy_ev": 0.25,
  "e_above_lowest_kj_mol": 89.3,
  "orbital_gap_ev": 8.8
}